{
  "formula": "C3H8N4O2",
  "method": "ωB97M-V with the def2-TZVPD basis set",
  "total_charge": 2,
  "e_tot_ha": -488.02357,
  "relative_energy_kj_mol": 0.0,
  "gap_ev": 10.352,
  "multiplicity": 1,
  "species": ["C", "C", "C", "N", "N", "N", "N", "O", "O", "H", "H", "H", "H", "H", "H", "H", "H"],
  "coordinates": [[0.078319, 1.165129, 0.601102], [-2.879680, 0.514168, -2.753346], [0.181075, -0.919942, -0.577695], [-0.414947, 0.062135, 0.185883], [-0.456658, -2.063322, -0.777026], [-0.518169, 2.065843, 1.304769], [1.421358, -0.786813, -0.992411], [-3.396706, 0.818034, -3.725301], [-2.285255, 0.200994, -1.781135], [-1.467446, -0.119576, 0.227437], [-0.056490, -2.669582, -1.510510], [-0.868248, -2.671047, -0.157595], [0.087369, 2.778088, 1.651635], [-1.507769, 2.030794, 1.701603], [1.918338, 0.008286, -1.370760], [1.111458, 1.269977, 0.303043], [1.799004, -1.588417, -1.480430]],
  "forces_ev_per_a": [[1.62, 1.81, 0.64], [0.58, -0.19, 0.35], [0.83, -0.37, 0.63], [-4.74, -3.58, -1.03], [2.05, 0.56, -2.90], [-1.41, -0.52, 0.54], [0.44, -0.37, -1.44], [-0.21, 0.01, 0.04], [-0.48, 0.24, -0.47], [1.61, 0.51, 0.16], [-0.14, 0.65, 0.26], [-1.92, -0.78, 2.52], [0.12, 0.95, 0.32], [1.71, -0.08, -0.86], [-0.45, 0.81, 0.46], [0.29, 0.74, 0.50], [0.11, -0.41, 0.28]],
  "mulliken_charge": [0.110, 0.638, 0.635, -0.169, -0.313, -0.266, -0.369, -0.241, -0.444, 0.354, 0.286, 0.237, 0.295, 0.309, 0.259, 0.410, 0.268]
}



{
  "formula": "C46H42As2N5Rb",
  "method": "ωB97M-V with the def2-TZVPD basis set",
  "total_charge": 0,
  "e_tot_ha": -6547.47451,
  "relative_energy_kj_mol": 59.6,
  "gap_ev": 6.328,
  "multiplicity": 1,
  "species": ["Rb", "C", "C", "C", "C", "C", "N", "C", "C", "C", "C", "C", "C", "C", "N", "C", "C", "C", "N", "C", "C", "N", "C", "C", "C", "N", "H", "H", "H", "H", "H", "H", "H", "H", "H", "H", "H", "H", "H", "H", "H", "H", "H", "H", "C", "C", "As", "C", "C", "C", "C", "C", "C", "C", "C", "C", "C", "C", "C", "As", "C", "C", "C", "C", "C", "C", "C", "C", "C", "C", "C", "C", "H", "H", "H", "H", "H", "H", "H", "H", "H", "H", "H", "H", "H", "H", "H", "H", "H", "H", "H", "H", "H", "H", "H", "H"],
  "coordinates": [[-0.387299, -1.159695, -0.969060], [6.663285, -4.377495, 0.432313], [5.209449, -4.106510, 0.146984], [4.250080, -5.120070, 0.133599], [2.914811, -4.855321, -0.096403], [2.418401, -3.553008, -0.336219], [1.083107, -3.278348, -0.469726], [0.299031, -4.187741, -1.133200], [0.694156, -4.818074, -2.338539], [-0.129564, -5.670475, -3.044896], [-1.427227, -5.963757, -2.615272], [-2.342890, -6.881391, -3.383412], [-1.836854, -5.364569, -1.439908], [-1.014159, -4.505263, -0.717088], [-1.509883, -4.081304, 0.568227], [-1.800216, -4.902880, 1.600674], [-2.272999, -4.124408, 2.628945], [-2.231811, -2.817574, 2.116372], [-1.771765, -2.792861, 0.875207], [3.409584, -2.554668, -0.362524], [4.750500, -2.827187, -0.112012], [3.129376, -1.198965, -0.781012], [3.635555, -0.653961, -1.910706], [3.422382, 0.701892, -1.856113], [2.771491, 0.887101, -0.624565], [2.579450, -0.251041, 0.022394], [6.851288, -5.448911, 0.508650], [6.982920, -3.922361, 1.371980], [7.308824, -3.983786, -0.355508], [4.557470, -6.143545, 0.326055], [2.197737, -5.667955, -0.068733], [1.694340, -4.614348, -2.702851], [0.237904, -6.118210, -3.962908], [-1.827787, -7.323995, -4.236706], [-3.217890, -6.352351, -3.767645], [-2.708026, -7.699026, -2.758196], [-2.829026, -5.564930, -1.046147], [-1.630678, -5.963213, 1.518941], [-2.585800, -4.448177, 3.606294], [-2.503833, -1.892560, 2.601471], [5.449264, -1.996030, -0.137953], [4.125382, -1.277294, -2.640069], [3.687018, 1.442221, -2.590810], [2.427229, 1.808059, -0.178569], [-0.739164, 1.235727, 1.429976], [-0.691282, 2.457753, 0.518702], [-0.382712, 2.059502, -1.385988], [-0.580634, 3.896474, -2.003532], [-1.676553, 4.366446, -2.718097], [-1.730292, 5.697057, -3.118959], [-0.695660, 6.567438, -2.805635], [0.402513, 6.100373, -2.093809], [0.461007, 4.770944, -1.702256], [-2.107164, 1.330571, -1.920863], [-3.257409, 1.322086, -1.140267], [-4.416038, 0.711519, -1.608441], [-4.436533, 0.120387, -2.864768], [-3.295159, 0.138450, -3.658496], [-2.133904, 0.731884, -3.181647], [-0.791621, 1.618460, 3.373027], [0.939294, 2.503196, 3.502103], [1.150012, 3.468550, 4.486004], [2.402016, 4.044546, 4.653406], [3.464055, 3.651283, 3.848781], [3.270077, 2.669740, 2.886878], [2.015830, 2.094731, 2.716665], [-2.008313, 3.139163, 3.261149], [-1.637682, 4.445878, 2.954140], [-2.604507, 5.431807, 2.799224], [-3.951151, 5.122124, 2.942935], [-4.329418, 3.822452, 3.251119], [-3.360384, 2.839745, 3.417439], [0.129973, 0.591609, 1.285347], [-1.630226, 0.641307, 1.222320], [0.139555, 3.113317, 0.791892], [-1.598020, 3.055464, 0.599478], [-2.497515, 3.703542, -2.962537], [-2.589087, 6.052671, -3.674289], [-0.742229, 7.603341, -3.116694], [1.217413, 6.769390, -1.847934], [1.331454, 4.418982, -1.158246], [-3.258845, 1.790353, -0.162884], [-5.303107, 0.699829, -0.988039], [-5.338945, -0.358242, -3.222503], [-3.306220, -0.318430, -4.639694], [-1.240123, 0.741452, -3.796135], [0.333140, 3.780933, 5.126074], [2.548924, 4.798268, 5.416953], [4.440676, 4.099508, 3.980508], [4.095561, 2.336707, 2.269782], [1.905650, 1.307862, 1.980413], [-0.593776, 4.698571, 2.816311], [-2.303523, 6.442796, 2.554170], [-4.702008, 5.892078, 2.819713], [-5.376439, 3.574094, 3.371764], [-3.663841, 1.830295, 3.674085]],
  "forces_ev_per_a": [[-0.02, 0.13, -0.12], [-0.01, -0.04, -0.01], [-0.05, -0.04, 0.01], [-0.03, 0.01, 0.02], [0.01, -0.05, 0.09], [-0.20, -0.09, -0.06], [0.30, -0.48, -0.07], [0.17, -0.02, 0.15], [-0.01, -0.03, -0.06], [-0.04, 0.02, 0.02], [0.09, -0.02, -0.09], [0.03, -0.02, -0.03], [-0.14, 0.13, 0.08], [-0.08, -0.01, 0.27], [0.11, 0.07, -0.06], [0.08, 0.06, -0.12], [-0.02, 0.07, 0.03], [0.02, 0.00, 0.09], [-0.06, -0.28, -0.11], [0.10, 0.29, -0.08], [0.00, 0.08, 0.00], [-0.19, -0.11, 0.12], [0.00, -0.05, 0.13], [-0.04, 0.01, 0.05], [-0.07, 0.15, -0.04], [0.27, -0.36, -0.09], [-0.01, 0.01, -0.01], [-0.02, 0.01, 0.01], [-0.01, 0.00, 0.00], [-0.01, 0.02, -0.01], [0.03, 0.01, -0.02], [0.00, -0.02, 0.00], [0.00, 0.00, 0.01], [0.01, 0.01, 0.02], [0.01, 0.02, 0.01], [0.01, 0.01, 0.00], [0.02, 0.00, 0.00], [0.00, 0.01, 0.00], [0.00, 0.01, -0.02], [-0.01, -0.02, 0.01], [-0.01, -0.01, 0.00], [-0.01, 0.01, 0.00], [0.00, 0.00, 0.01], [0.02, 0.01, -0.04], [-0.04, 0.18, -0.22], [0.00, -0.10, 0.08], [0.02, 0.44, -0.10], [-0.02, 0.00, 0.00], [0.00, 0.08, 0.01], [0.02, -0.01, 0.02], [0.00, -0.08, 0.01], [-0.03, 0.01, -0.02], [0.00, 0.09, -0.04], [-0.04, 0.09, -0.11], [-0.03, -0.03, -0.01], [0.03, 0.01, -0.01], [0.05, 0.02, 0.02], [-0.01, -0.01, 0.07], [-0.22, 0.01, 0.02], [0.03, -0.18, 0.00], [0.03, 0.06, 0.04], [0.09, 0.02, -0.06], [-0.01, -0.02, -0.02], [-0.04, -0.01, 0.00], [-0.04, 0.01, 0.03], [0.05, 0.07, 0.07], [-0.04, 0.05, 0.01], [-0.09, 0.03, -0.03], [0.02, -0.04, 0.01], [0.03, -0.05, 0.01], [0.05, 0.01, 0.00], [-0.04, 0.11, -0.01], [0.03, -0.08, -0.01], [-0.06, -0.11, 0.02], [0.02, 0.00, 0.03], [-0.03, 0.03, 0.03], [0.01, -0.01, 0.01], [0.01, 0.01, 0.00], [0.00, -0.02, 0.00], [-0.01, 0.00, 0.00], [0.00, -0.02, 0.01], [-0.02, 0.00, 0.01], [0.00, -0.01, -0.01], [0.01, 0.01, -0.01], [-0.01, 0.00, 0.00], [0.03, -0.03, -0.03], [-0.03, 0.00, 0.00], [0.00, -0.01, -0.01], [-0.01, -0.01, 0.00], [0.00, 0.00, 0.00], [0.01, -0.01, 0.04], [0.01, -0.01, 0.02], [-0.01, 0.00, 0.01], [0.01, 0.00, 0.00], [0.01, 0.00, 0.00], [0.01, -0.01, 0.00]],
  "mulliken_charge": [0.858, -1.432, 0.615, -1.165, -0.142, -0.263, -0.293, 0.388, -0.283, -1.090, 0.744, -1.499, -0.177, -0.081, 0.650, -0.152, -1.093, -0.338, -0.446, -0.742, -0.076, 1.081, -0.343, -1.337, -0.170, -0.656, 0.357, 0.304, 0.319, 0.309, 0.424, 0.525, 0.315, 0.352, 0.305, 0.315, 0.425, 0.456, 0.374, 0.464, 0.427, 0.584, 0.452, 0.645, -0.770, -0.774, 0.857, 0.263, -0.276, -0.696, -0.480, -0.729, -0.375, -0.069, -0.025, -0.738, -0.538, -0.658, -0.768, 0.175, -0.008, -0.432, -0.536, -0.553, -0.646, -0.405, 0.167, -0.004, -0.618, -0.508, -0.632, -0.453, 0.011, 0.442, 0.622, 0.788, 0.341, 0.400, 0.373, 0.403, 0.357, 0.390, 0.445, 0.390, 0.431, 0.422, 0.455, 0.391, 0.376, 0.473, 0.831, 0.368, 0.406, 0.399, 0.419, 0.389]
}



{
  "formula": "C19H28F9N2O4P3Ti",
  "method": "ωB97M-V with the def2-TZVPD basis set",
  "s_squared": 0.759,
  "total_charge": -1,
  "e_tot_ha": -3923.90363,
  "relative_energy_kj_mol": 102.4,
  "gap_ev": [7.469, 6.884],
  "multiplicity": 2,
  "species": ["Ti", "C", "C", "O", "C", "C", "C", "N", "N", "C", "O", "C", "C", "C", "C", "C", "C", "H", "H", "H", "H", "H", "H", "H", "H", "H", "H", "H", "H", "C", "P", "C", "C", "C", "P", "C", "C", "H", "H", "H", "H", "H", "H", "H", "H", "H", "H", "H", "H", "H", "H", "H", "H", "F", "C", "F", "F", "O", "O", "F", "P", "F", "F", "F", "F", "F"],
  "coordinates": [[-0.481449, -1.850178, 0.785131], [1.679162, -3.857944, 3.949139], [0.967769, -2.746945, 3.231324], [0.781689, -2.904991, 2.000087], [0.563557, -1.609210, 3.973698], [0.292442, -0.416965, 3.360017], [0.269221, 0.869609, 4.131761], [0.108606, -0.345060, 2.020232], [1.056452, 0.564850, 1.478543], [1.531438, 0.054760, 0.402320], [1.031270, -1.054800, -0.103499], [2.711847, 0.650240, -0.258863], [3.279525, 0.000467, -1.349053], [4.402513, 0.532316, -1.968536], [4.955631, 1.718770, -1.511041], [4.381103, 2.374815, -0.427581], [3.265501, 1.844659, 0.196629], [0.927804, -4.576476, 4.286651], [2.345360, -4.367253, 3.255921], [2.226193, -3.495677, 4.817140], [0.676852, -1.644103, 5.048310], [0.741187, 0.771233, 5.108293], [0.764168, 1.648141, 3.556149], [-0.776856, 1.154413, 4.268684], [2.826462, -0.917103, -1.699933], [4.841296, 0.019875, -2.815627], [5.829002, 2.135539, -1.997720], [4.806165, 3.305410, -0.071461], [2.804927, 2.343253, 1.038640], [-1.328243, 1.500806, -4.669483], [-1.408495, 0.657472, -3.028658], [-2.428654, -0.793475, -3.500989], [-2.722091, 1.689318, -2.239968], [-2.222810, 3.068649, -1.802967], [-0.790962, 3.015170, -0.624105], [-1.676493, 2.579027, 0.927753], [-0.652125, 4.836101, -0.354392], [-0.881578, 2.490001, -4.559519], [-2.317436, 1.601928, -5.127375], [-0.686079, 0.925172, -5.337477], [-3.339270, -0.497520, -4.030690], [-2.694841, -1.359682, -2.608460], [-1.839293, -1.455417, -4.136518], [-3.068101, 1.125068, -1.370931], [-3.573464, 1.790592, -2.923668], [-3.042458, 3.642511, -1.353952], [-1.879079, 3.640207, -2.671772], [-2.552000, 3.216290, 1.085553], [-0.990348, 2.693343, 1.768705], [-1.982138, 1.533270, 0.902022], [-1.616872, 5.290786, -0.109319], [-0.252066, 5.313689, -1.250070], [0.044596, 5.026650, 0.463621], [-2.988032, -3.061667, 1.868052], [-1.961685, -2.350921, 2.434686], [-2.575345, -1.251889, 2.986686], [-1.632433, -3.134682, 3.514306], [-1.628801, -0.441507, -0.111237], [-2.283798, -1.568966, -0.039382], [-0.352243, -2.695362, -1.578274], [-0.244203, -4.315334, -1.307466], [-0.193468, -5.849612, -0.882245], [1.233097, -4.085328, -0.733036], [0.311932, -4.582471, -2.773700], [-1.759838, -4.471497, -1.785824], [-0.833692, -3.922353, 0.254714]],
  "forces_ev_per_a": [[0.23, -0.53, -0.26], [-0.01, -0.02, -0.04], [-0.11, 0.11, 0.35], [-0.13, 0.14, -0.17], [0.12, -0.33, 0.06], [-0.10, 0.26, -0.21], [0.08, 0.00, 0.04], [0.39, -0.03, 0.28], [-0.16, 0.17, -0.09], [-0.23, -0.12, -0.06], [0.23, 0.12, 0.24], [-0.11, 0.12, -0.20], [-0.01, 0.00, 0.00], [-0.01, 0.00, 0.01], [-0.01, 0.00, 0.01], [0.01, 0.01, 0.00], [-0.01, -0.02, 0.00], [-0.01, 0.01, -0.02], [0.01, 0.00, 0.01], [0.01, 0.00, 0.00], [0.01, 0.01, -0.01], [-0.01, -0.03, -0.01], [-0.02, 0.01, 0.03], [-0.01, 0.01, 0.00], [0.00, 0.00, 0.00], [0.00, 0.00, 0.00], [0.00, 0.00, 0.00], [0.00, 0.00, 0.00], [0.00, 0.01, 0.00], [-0.08, 0.00, -0.01], [0.22, -0.09, -0.02], [-0.05, 0.03, -0.01], [-0.02, 0.03, 0.01], [-0.01, 0.01, 0.02], [0.05, 0.02, 0.01], [-0.01, 0.03, -0.01], [-0.04, 0.02, 0.04], [0.00, 0.00, 0.00], [0.02, 0.02, -0.01], [-0.01, -0.01, 0.00], [0.00, -0.03, 0.00], [-0.01, 0.00, 0.01], [0.00, 0.00, -0.01], [-0.03, 0.02, 0.00], [0.01, 0.00, 0.01], [0.02, 0.01, 0.01], [-0.02, -0.01, -0.02], [-0.01, -0.01, 0.00], [0.01, -0.02, -0.02], [0.00, 0.09, 0.04], [0.01, 0.01, 0.00], [0.00, 0.00, -0.01], [0.00, 0.00, 0.00], [-0.01, 0.03, -0.01], [-0.33, -0.05, 0.10], [0.03, 0.02, 0.02], [0.02, -0.01, -0.04], [0.04, -0.10, 0.11], [0.06, 0.06, -0.19], [0.04, -0.02, 0.04], [-0.03, -0.09, -0.09], [-0.02, 0.04, 0.00], [0.00, 0.00, -0.01], [-0.05, 0.02, 0.02], [-0.01, 0.00, 0.01], [0.07, 0.09, 0.05]],
  "mulliken_charge": [-0.585, -1.771, 1.209, -0.235, -1.188, 0.528, -1.545, 1.861, -0.723, 0.565, -0.326, 0.002, -0.315, -0.692, -0.385, -0.720, -0.292, 0.329, 0.360, 0.419, 0.434, 0.487, 0.260, 0.219, 0.410, 0.404, 0.371, 0.386, 0.416, -1.423, 0.732, -1.245, -0.849, -1.259, 0.665, -0.959, -1.354, 0.387, 0.349, 0.416, 0.438, 0.180, 0.359, 0.243, 0.561, 0.514, 0.377, 0.577, 0.238, 0.012, 0.335, 0.385, 0.387, -0.253, 0.867, -0.309, -0.277, 0.121, -0.334, -0.516, 1.592, -0.369, -0.369, -0.374, -0.410, -0.319]
}